Record 1
131
Properties=species:S:1:pos:R:3:mulliken_charge:R:1 method="wB97M-V/def2-TZVPD" energy_ha=-5463.1736 e_lumo_ev=0.652 largest_force_ev_per_a=2.280 homo_lumo_gap_ev=5.40 total_charge=-1
C 16.725 22.737 22.021 -0.626
C 17.224 23.129 23.380 -0.768
N 17.518 24.554 23.604 1.755
C 17.027 25.252 24.665 -0.964
C 17.319 26.559 24.482 -0.829
N 18.073 26.616 23.320 1.697
C 18.266 25.358 22.824 -1.354
C 18.534 27.843 22.694 -1.601
H 17.426 22.797 21.185 0.237
H 16.011 23.480 21.642 -0.599
H 16.175 21.808 22.151 0.546
H 18.074 22.489 23.635 0.078
H 16.517 22.779 24.133 0.373
H 16.476 24.754 25.448 0.477
H 17.122 27.489 24.984 0.951
H 18.781 25.062 21.919 0.217
H 18.628 27.696 21.620 0.911
H 19.559 27.965 23.049 -0.631
H 17.894 28.671 22.990 0.584
C 19.283 21.742 28.288 -1.398
C 18.526 22.611 27.314 -0.117
N 19.409 23.605 26.673 0.506
C 20.344 23.306 25.714 -0.753
C 20.982 24.425 25.317 -0.574
N 20.405 25.456 26.022 0.291
C 19.588 24.937 26.937 -0.248
C 20.775 26.846 25.892 -0.494
H 19.731 20.873 27.802 0.346
H 18.562 21.211 28.919 0.413
H 19.964 22.260 28.961 0.356
H 17.685 23.149 27.750 0.431
H 18.148 21.966 26.520 0.020
H 20.524 22.337 25.271 0.507
H 21.844 24.574 24.686 0.613
H 19.074 25.451 27.736 0.333
H 20.154 27.462 26.535 0.320
H 20.692 27.118 24.836 -0.075
H 21.837 27.029 26.062 0.320
C 15.952 29.337 22.517 -1.834
C 16.021 28.419 21.292 1.162
N 14.844 27.572 21.173 0.534
C 14.695 26.346 21.760 -0.075
C 13.425 25.900 21.504 -0.221
N 12.833 26.843 20.710 0.213
C 13.704 27.814 20.498 -0.725
C 11.551 26.696 20.066 -0.977
H 15.008 29.881 22.596 0.417
H 16.724 30.100 22.405 0.494
H 16.110 28.862 23.484 0.431
H 16.913 27.797 21.357 -0.954
H 16.124 29.003 20.379 0.458
H 15.518 25.844 22.247 0.013
H 13.020 24.937 21.773 0.621
H 13.551 28.756 19.997 0.516
H 10.979 27.624 20.118 0.342
H 10.974 25.844 20.401 0.334
H 11.759 26.645 18.994 0.395
C 17.965 19.706 20.528 -1.000
C 17.137 19.637 19.268 -0.390
N 17.710 20.268 18.094 0.192
C 17.391 20.109 16.764 -0.516
C 18.041 21.081 16.063 -0.432
N 18.750 21.824 16.978 0.230
C 18.482 21.345 18.203 -0.215
C 19.500 23.036 16.795 -0.854
H 17.576 19.101 21.347 0.525
H 18.028 20.702 20.959 -0.104
H 18.961 19.292 20.367 0.500
H 16.122 20.003 19.444 0.303
H 16.933 18.603 18.974 0.382
H 16.752 19.302 16.452 0.435
H 18.195 21.321 15.025 0.470
H 18.909 21.593 19.161 0.422
H 18.925 23.764 16.227 0.405
H 20.460 22.830 16.312 0.330
H 19.797 23.469 17.747 0.256
C 8.706 27.376 27.448 -1.101
C 9.913 28.098 27.996 -0.569
N 11.145 27.610 27.422 0.185
C 11.650 26.362 27.650 -0.956
C 12.816 26.229 26.948 -0.223
N 12.949 27.390 26.230 0.416
C 11.952 28.218 26.545 -0.017
C 14.014 27.619 25.281 -0.660
H 7.735 27.649 27.858 0.379
H 8.787 26.289 27.512 0.341
H 8.567 27.470 26.366 0.316
H 9.968 27.923 29.074 0.314
H 9.884 29.187 27.970 0.378
H 11.079 25.601 28.153 0.408
H 13.482 25.403 26.744 0.683
H 11.725 29.195 26.154 0.425
H 14.409 26.636 25.018 -0.275
H 14.874 28.128 25.713 0.375
H 13.630 28.052 24.360 0.445
C 16.045 25.760 19.612 0.217
C 17.127 25.062 18.790 -0.125
O 17.279 25.385 17.597 -0.812
O 17.841 24.250 19.441 -0.583
H 15.384 26.366 18.989 0.300
H 16.429 26.252 20.508 -0.235
H 15.361 25.005 20.028 0.332
C 22.571 28.020 22.357 -0.754
C 22.530 26.497 22.416 0.451
O 23.591 25.883 22.203 -0.780
O 21.374 25.976 22.519 -0.398
H 23.492 28.324 22.863 0.340
H 21.781 28.461 22.974 0.223
H 22.481 28.412 21.348 0.091
Cl 16.237 26.051 28.069 -0.730
P 19.312 19.122 24.229 1.309
F 18.777 19.419 25.722 -0.361
F 17.763 19.285 23.697 -0.365
F 19.434 20.733 23.974 -0.360
F 19.866 19.022 22.718 -0.396
F 20.822 19.107 24.799 -0.408
F 19.137 17.524 24.402 -0.359
P 19.705 30.111 19.425 1.239
F 19.595 28.535 19.744 -0.345
F 19.941 29.818 17.862 -0.384
F 18.066 30.279 19.213 -0.387
F 19.921 31.707 19.119 -0.371
F 19.478 30.497 21.012 -0.368
F 21.311 30.051 19.767 -0.391
P 13.759 23.158 24.491 1.727
F 12.753 22.631 23.313 -0.435
F 14.550 21.733 24.508 -0.414
F 14.863 23.652 23.409 -0.629
F 14.662 23.707 25.735 -0.254
F 13.046 24.602 24.402 -0.390
F 12.670 22.612 25.561 -0.387

Record 2
65
Properties=species:S:1:pos:R:3:mulliken_charge:R:1 method="wB97M-V/def2-TZVPD" energy_ha=-7409.4103 e_lumo_ev=-0.444 largest_force_ev_per_a=0.410 homo_lumo_gap_ev=6.59
Sn 0.100 -0.301 -0.194 1.181
C 3.649 2.852 -1.573 -0.850
C 3.588 3.926 -0.694 -0.463
C 2.509 4.025 0.155 -0.309
C 1.499 3.055 0.114 -0.221
N 1.550 2.030 -0.745 0.295
C 2.610 1.944 -1.555 -0.014
N 0.475 3.245 1.044 -0.300
C -0.682 2.688 1.004 0.306
N -1.199 1.715 0.169 -0.213
C -2.537 1.620 0.406 -0.401
N -3.441 0.917 -0.191 -0.288
C -3.196 0.075 -1.251 0.195
C -4.325 -0.229 -2.037 -0.627
C -4.229 -1.114 -3.078 -0.357
C -2.997 -1.718 -3.334 -1.285
C -1.938 -1.378 -2.531 -0.182
N -2.006 -0.493 -1.518 0.327
C -2.910 2.498 1.545 0.297
C -4.118 2.726 2.176 -0.100
C -4.119 3.621 3.239 -0.760
C -2.949 4.271 3.635 -0.662
C -1.744 4.047 2.977 -0.077
C -1.752 3.140 1.936 -0.141
H 4.477 2.715 -2.253 0.439
H 4.377 4.666 -0.667 0.414
H 2.407 4.834 0.864 0.448
H 2.638 1.090 -2.219 0.112
H -5.254 0.254 -1.773 0.490
H -5.097 -1.347 -3.682 0.424
H -2.863 -2.437 -4.129 0.496
H -0.977 -1.851 -2.685 0.496
H -5.019 2.224 1.847 0.600
H -5.041 3.826 3.768 0.407
H -2.986 4.966 4.464 0.411
H -0.834 4.557 3.262 0.545
C -1.870 -4.681 -0.578 -1.735
C -1.353 -3.347 -0.136 0.615
N -0.178 -2.907 -0.416 1.022
N 0.602 -3.719 -1.181 -1.433
C 1.882 -3.377 -1.224 0.342
N 2.646 -4.239 -1.940 -0.378
S 2.671 -2.006 -0.558 -0.430
C -2.207 -2.473 0.708 0.688
C -3.528 -2.804 0.997 -0.942
C -4.257 -2.004 1.863 -0.762
C -3.661 -0.889 2.420 -1.156
C -2.365 -0.590 2.030 -0.028
N -1.659 -1.346 1.198 0.070
H -1.035 -5.347 -0.773 0.429
H -2.525 -5.127 0.168 0.454
H -2.436 -4.578 -1.510 0.285
H 2.232 -5.084 -2.292 0.224
H 3.633 -4.080 -2.004 0.209
H -3.985 -3.672 0.550 0.373
H -5.283 -2.256 2.098 0.427
H -4.184 -0.239 3.107 0.538
H -1.876 0.307 2.394 0.677
Br 0.850 0.278 3.466 -0.047
C 2.370 1.448 3.240 -0.319
Br 3.661 0.738 2.012 -0.087
H 2.844 1.550 4.207 0.410
H 1.994 2.389 2.854 0.145
O 1.802 -1.128 -3.672 -0.239
C 1.261 -0.944 -2.700 0.020